No. 1
C5H34N10O12 | ωB97M-V with the def2-TZVPD basis set

The geometry in ORCA input format:
```
! wB97M-V def2-TZVPD RIJCOSX def2/J DEFGRID3
* xyz 0 1
O 8.440 1.868 -0.046
H 8.493 1.426 0.802
H 7.681 1.473 -0.475
O 5.188 2.854 -7.028
H 4.304 3.078 -7.320
H 5.460 2.145 -7.611
O 4.043 4.898 -2.234
H 3.476 5.574 -2.606
H 4.306 4.366 -2.984
O 2.107 -6.062 -4.258
H 1.331 -5.814 -3.756
H 2.792 -6.178 -3.600
O 5.657 -1.063 -1.817
H 5.486 -1.358 -2.712
H 5.434 -1.817 -1.270
O -2.647 -4.695 2.824
H -2.836 -5.565 3.173
H -2.027 -4.852 2.112
O -1.903 4.707 -4.560
H -1.932 5.093 -5.435
H -1.889 5.458 -3.967
C 2.734 -3.165 4.778
O 2.338 -4.317 4.857
N 3.673 -2.756 5.503
N 2.516 -2.289 3.840
H 4.043 -3.447 6.139
H 4.311 -2.080 5.107
H 1.863 -2.443 3.085
H 2.971 -1.393 3.947
C 2.736 4.694 3.576
O 2.681 4.736 4.771
N 1.874 4.079 2.765
N 3.824 5.049 2.922
H 1.990 3.912 1.776
H 1.003 3.776 3.178
H 3.859 5.072 1.912
H 4.537 5.551 3.432
C -7.819 -4.170 -1.884
O -8.254 -4.939 -2.679
N -6.953 -4.520 -1.024
N -8.188 -2.977 -1.818
H -6.479 -5.408 -1.101
H -6.457 -3.803 -0.514
H -7.705 -2.431 -1.119
H -8.992 -2.651 -2.336
C -0.552 -0.491 -2.636
O -0.165 -1.317 -1.894
N -1.777 -0.434 -2.975
N 0.193 0.463 -3.112
H -2.457 -1.122 -2.685
H -2.019 0.338 -3.579
H 1.182 0.431 -2.908
H -0.270 1.240 -3.560
C -5.294 1.154 2.976
O -5.709 0.593 2.000
N -4.305 0.754 3.666
N -5.875 2.264 3.413
H -3.850 -0.129 3.485
H -4.064 1.290 4.487
H -5.398 2.853 4.080
H -6.713 2.499 2.899
*
```

The SMILES is NC(N)=O.NC(N)=O.NC(N)=O.NC(N)=O.NC(N)=O.O.O.O.O.O.O.O. The value obtained for the LUMO energy is -0.2 eV. As for the relative energy (zero: lowest compared OMol25 entry of this formula, charge and spin): 127.1 kcal/mol. The gap between HOMO and LUMO is 9.20 eV. The calculation puts the molar mass at 426.38 g/mol. As for the largest force on an atom: 0.1607 hartree/bohr.

---

No. 2
C3H4N2OS2 | ωB97M-V with the def2-TZVPD basis set

The geometry in ORCA input format:
```
! wB97M-V def2-TZVPD RIJCOSX def2/J DEFGRID3
* xyz 0 1
C -0.669 1.072 0.049
C 1.206 0.074 0.021
C -0.899 -0.282 -0.044
H -1.129 2.987 -0.304
H -2.432 1.860 -0.377
H 2.827 -1.615 -0.450
H -2.459 -1.713 1.175
N -1.529 2.107 -0.003
N 0.725 1.261 0.136
O 0.323 -0.916 -0.105
S 2.943 -0.309 0.018
S -2.418 -1.126 -0.037
*
```

The SMILES is Nc1nc(S)oc1S. The value obtained for the LUMO energy is 0.6 eV. As for the relative energy (zero: lowest compared OMol25 entry of this formula, charge and spin): 15.7 kcal/mol. The gap between HOMO and LUMO is 8.68 eV. The calculation puts the molar mass at 148.21 g/mol. As for the largest force on an atom: 0.0470 hartree/bohr.

---

No. 3
C2H3NO4 | ωB97M-V with the def2-TZVPD basis set

The geometry in ORCA input format:
```
! wB97M-V def2-TZVPD RIJCOSX def2/J DEFGRID3
* xyz 0 1
C -1.584 -0.846 0.509
C 0.666 0.334 -0.118
N -1.968 -1.323 -0.527
O -1.459 -0.569 1.638
O -1.885 -1.242 -1.824
O 0.698 -0.324 -1.105
O 1.244 0.049 1.014
H 0.125 1.214 -0.080
H -1.063 -0.814 -2.171
H 1.212 0.650 1.747
*
```

The SMILES is O=C=NO.O=CO. The value obtained for the LUMO energy is 0.4 eV. As for the relative energy (zero: lowest compared OMol25 entry of this formula, charge and spin): 84.9 kcal/mol. The gap between HOMO and LUMO is 9.98 eV. The calculation puts the molar mass at 105.05 g/mol. As for the largest force on an atom: 0.0594 hartree/bohr.

---

No. 4
C29H42N3O4P | ωB97M-V with the def2-TZVPD basis set

The geometry in ORCA input format:
```
! wB97M-V def2-TZVPD RIJCOSX def2/J DEFGRID3
* xyz 0 1
C 3.646 -2.957 0.574
C 3.951 -2.257 1.901
C 5.205 -2.801 2.573
O 4.189 -0.848 1.695
C 3.073 -0.130 1.386
O 3.217 0.963 0.860
C 1.799 -0.748 1.690
C 0.634 0.038 1.288
C -0.764 -0.422 1.563
C -1.124 -1.678 1.088
C -2.374 -2.192 1.361
C -3.333 -1.339 1.984
N -4.547 -1.850 2.323
C -4.996 -3.084 1.718
C -3.906 -4.139 1.699
C -2.652 -3.611 1.020
C -5.608 -0.962 2.744
C -5.109 0.080 3.725
C -3.936 0.851 3.137
C -2.987 -0.020 2.389
C -1.713 0.450 2.106
C 1.744 -1.787 2.690
O 0.774 -2.092 3.366
O 2.917 -2.463 2.886
H 2.752 -2.554 0.074
H 4.512 -2.817 -0.088
H 3.519 -4.035 0.753
H 5.318 -2.278 3.528
H 5.074 -3.872 2.747
H 6.062 -2.604 1.929
H 0.776 1.084 1.600
H -0.419 -2.234 0.461
H -5.850 -3.428 2.303
H -5.342 -2.904 0.686
H -3.658 -4.430 2.725
H -4.249 -5.022 1.161
H -2.705 -3.749 -0.072
H -1.771 -4.174 1.346
H -6.051 -0.464 1.866
H -6.377 -1.593 3.194
H -5.919 0.769 3.968
H -4.788 -0.417 4.645
H -4.298 1.672 2.500
H -3.370 1.333 3.940
H -1.463 1.504 2.240
C -2.163 0.709 -2.878
C -1.382 2.028 -2.887
C -1.516 2.675 -4.270
C -1.902 2.951 -1.793
N 0.061 1.844 -2.655
P 1.077 3.266 -2.516
H 0.651 -0.075 0.229
N 2.342 2.084 -2.372
C 3.727 2.569 -2.242
C 4.732 1.445 -1.985
C 3.753 3.548 -1.081
C 4.056 3.263 -3.565
C 2.079 1.017 -3.227
C 0.737 0.883 -3.402
H -2.074 0.172 -1.922
H -3.229 0.957 -3.020
H -1.888 0.022 -3.696
H -0.886 3.578 -4.321
H -1.197 1.971 -5.058
H -2.564 2.952 -4.445
H -1.332 3.888 -1.773
H -2.959 3.172 -1.997
H -1.807 2.454 -0.818
H 4.776 0.690 -2.788
H 5.734 1.909 -1.924
H 4.533 0.948 -1.026
H 2.988 4.323 -1.207
H 3.566 2.994 -0.156
H 4.744 4.021 -1.049
H 3.278 4.014 -3.783
H 5.033 3.757 -3.491
H 4.085 2.526 -4.386
H 2.861 0.457 -3.706
H 0.232 0.201 -4.061
*
```

The value obtained for the LUMO energy is -2.6 eV. The gap between HOMO and LUMO is 3.09 eV. The calculation puts the molar mass at 527.65 g/mol. As for the largest force on an atom: 0.0930 hartree/bohr.

---

No. 5
CH4N2O2S | ωB97M-V with the def2-TZVPD basis set

The geometry in ORCA input format:
```
! wB97M-V def2-TZVPD RIJCOSX def2/J DEFGRID3
* xyz 0 1
C -0.313 -0.062 -0.391
N -0.856 -1.139 0.284
N 1.106 -0.057 -0.090
O 1.847 0.693 -0.709
O 1.520 -0.768 0.812
S -0.748 1.787 0.366
H -0.333 -0.180 -1.409
H -0.585 -1.201 1.166
H -1.789 -1.471 0.169
H 0.151 2.399 -0.197
*
```

The SMILES is N[C@@H](S)[N+](=O)[O-]. The value obtained for the LUMO energy is -0.4 eV. As for the relative energy (zero: lowest compared OMol25 entry of this formula, charge and spin): 84.6 kcal/mol. The gap between HOMO and LUMO is 9.49 eV. The calculation puts the molar mass at 108.12 g/mol. As for the largest force on an atom: 0.0994 hartree/bohr.

---

No. 6
C12H12 | ωB97M-V with the def2-TZVPD basis set

The geometry in ORCA input format:
```
! wB97M-V def2-TZVPD RIJCOSX def2/J DEFGRID3
* xyz 0 1
C -3.048 0.160 -0.502
C -2.683 1.423 -0.009
C -2.142 -0.856 -0.404
C -1.379 1.566 0.474
C 0.112 -1.876 0.034
C 0.932 0.752 1.025
C -0.861 -0.685 0.014
C -0.434 0.510 0.558
C 1.903 1.023 -0.021
C 2.247 1.640 -1.166
C 2.020 -0.264 0.695
C 1.593 -1.671 0.167
H -3.909 -0.043 -1.157
H -3.295 2.284 -0.353
H -2.458 -1.855 -0.763
H -1.060 2.583 0.786
H -0.129 -2.637 0.768
H 0.857 1.300 2.080
H 3.031 1.121 -1.755
H 1.966 2.684 -1.540
H 2.719 -0.220 1.465
H 1.954 -2.250 1.171
H 2.116 -2.181 -0.606
H -0.053 -2.507 -0.962
*
```

The SMILES is C=C1[C@@H]2CCc3ccccc3[C@H]12. The value obtained for the LUMO energy is 0.9 eV. As for the relative energy (zero: lowest compared OMol25 entry of this formula, charge and spin): 81.5 kcal/mol. The gap between HOMO and LUMO is 9.58 eV. The calculation puts the molar mass at 156.23 g/mol. As for the largest force on an atom: 0.0958 hartree/bohr.

---

No. 7
Br2H2N2 | ωB97M-V with the def2-TZVPD basis set

The geometry in ORCA input format:
```
! wB97M-V def2-TZVPD RIJCOSX def2/J DEFGRID3
* xyz 0 1
N -0.496 -0.325 -0.449
N 0.563 0.337 -0.395
Br -2.208 0.061 0.890
Br 2.068 0.048 0.882
H -0.454 -1.316 -0.170
H 0.528 1.194 -0.758
*
```

The SMILES is BrNNBr. The value obtained for the LUMO energy is -1.2 eV. As for the relative energy (zero: lowest compared OMol25 entry of this formula, charge and spin): 19.9 kcal/mol. The gap between HOMO and LUMO is 7.97 eV. The calculation puts the molar mass at 189.84 g/mol. As for the largest force on an atom: 0.0992 hartree/bohr.

---

No. 8
CH4N3P | ωB97M-V with the def2-TZVPD basis set

The geometry in ORCA input format:
```
! wB97M-V def2-TZVPD RIJCOSX def2/J DEFGRID3
* xyz 0 1
C -1.488 1.059 -0.451
N -2.620 0.917 -0.297
N 0.803 -1.934 1.439
N -0.164 2.292 -2.038
P 0.123 1.878 -0.604
H 0.480 -2.696 0.814
H 1.902 -2.186 1.423
H 0.427 -1.975 2.388
H 0.535 2.644 -2.675
*
```

The SMILES is [H]/N=P/C#N.N. The value obtained for the LUMO energy is -0.9 eV. As for the relative energy (zero: lowest compared OMol25 entry of this formula, charge and spin): 40.9 kcal/mol. The gap between HOMO and LUMO is 9.18 eV. The calculation puts the molar mass at 89.04 g/mol. As for the largest force on an atom: 0.0749 hartree/bohr.

---

No. 9
C42H42Li2O18S | ωB97M-V with the def2-TZVPD basis set

The geometry in ORCA input format:
```
! wB97M-V def2-TZVPD RIJCOSX def2/J DEFGRID3
* xyz 0 1
Li 2.213 3.373 -1.031
Li -0.266 -0.909 2.391
S 0.585 0.852 -0.167
O -0.386 0.777 -1.226
O 1.046 2.281 -0.022
O 0.016 0.346 1.090
O 1.636 -0.058 -0.539
C -0.219 -2.522 -1.933
C 0.333 -3.803 -2.090
C -0.433 -5.024 -2.056
C -1.807 -5.001 -1.555
C -2.356 -3.727 -1.427
C -1.528 -2.559 -1.550
O -2.114 -1.360 -1.275
O 0.310 -6.189 -2.286
H 0.280 -1.685 -2.104
H 1.413 -3.776 -2.429
H -2.321 -6.076 -1.422
H -3.422 -3.633 -1.113
H -1.391 -0.737 -1.126
H -0.095 -6.937 -1.986
C 4.807 -0.315 -4.080
C 6.263 -0.160 -4.162
C 7.047 0.071 -3.041
C 6.439 0.173 -1.700
C 5.005 0.016 -1.605
C 4.276 -0.063 -2.816
O 2.916 -0.273 -2.768
O 8.477 0.144 -3.082
H 4.210 -0.330 -5.016
H 6.767 -0.128 -5.098
H 7.072 0.244 -0.776
H 4.490 -0.142 -0.709
H 2.348 -0.269 -1.925
H 8.877 0.040 -4.004
C -0.852 1.582 -5.972
C -1.805 1.420 -6.962
C -2.899 0.531 -6.765
C -3.224 0.084 -5.494
C -2.152 0.284 -4.524
C -1.049 0.980 -4.791
O -0.201 1.209 -3.769
O -3.797 0.365 -7.710
H -0.053 2.198 -6.348
H -1.516 2.005 -7.864
H -4.037 -0.600 -5.443
H -2.437 0.106 -3.462
H -0.548 0.838 -2.888
H -3.243 0.260 -8.365
C -2.440 -2.327 4.209
C -2.851 -3.664 4.263
C -3.535 -4.288 3.073
C -3.721 -3.504 1.980
C -3.175 -2.182 1.883
C -2.670 -1.620 3.049
O -2.057 -0.330 3.104
O -3.811 -5.607 3.029
H -1.961 -1.801 4.914
H -2.709 -4.364 5.251
H -4.067 -3.971 1.215
H -3.089 -1.594 0.938
H -2.632 0.296 2.560
H -3.107 -6.112 3.416
C 3.773 -3.311 2.214
C 4.567 -3.296 3.366
C 5.067 -2.013 3.874
C 4.970 -0.825 3.115
C 4.105 -0.811 1.958
C 3.566 -2.059 1.627
O 2.910 -2.165 0.385
O 5.958 -1.967 4.950
H 3.362 -4.319 1.970
H 4.978 -4.259 3.782
H 5.448 0.121 3.404
H 4.023 -0.096 1.325
H 2.632 -1.291 0.084
H 5.678 -2.672 5.723
C -2.415 3.591 0.231
C -3.047 4.557 1.046
C -4.434 4.604 1.169
C -5.269 3.871 0.411
C -4.621 2.921 -0.527
C -3.284 2.746 -0.621
O -2.770 1.787 -1.466
O -5.028 5.426 2.003
H -1.197 3.637 0.287
H -2.473 5.140 1.642
H -6.168 3.804 0.467
H -5.132 2.208 -1.368
H -1.901 1.453 -1.241
H -6.037 5.284 2.226
C -0.668 2.850 3.379
C -1.365 2.870 4.581
C -1.366 3.929 5.424
C -0.481 4.964 5.175
C 0.172 5.053 3.946
C 0.260 3.936 3.037
O 1.029 3.924 2.000
O -1.985 3.931 6.653
H -0.754 1.920 2.894
H -2.129 1.950 4.937
H -0.402 6.150 5.677
H 0.902 5.619 3.804
H 0.937 3.333 1.452
H -2.261 4.671 7.116
*
```

The value obtained for the LUMO energy is -1.3 eV. As for the relative energy (zero: lowest compared OMol25 entry of this formula, charge and spin): 58.8 kcal/mol. The gap between HOMO and LUMO is 6.09 eV. The calculation puts the molar mass at 880.73 g/mol. As for the largest force on an atom: 0.2642 hartree/bohr.

---

No. 10
C45H44Cl2N3OSn | ωB97M-V with the def2-TZVPD basis set

The geometry in ORCA input format:
```
! wB97M-V def2-TZVPD RIJCOSX def2/J DEFGRID3
* xyz 1 1
Sn -1.272 -0.483 -0.023
Cl -2.761 -5.295 0.671
C -1.221 -4.791 0.093
C -0.255 -5.763 -0.228
C 0.982 -5.405 -0.678
Cl 2.168 -6.623 -1.002
C 1.307 -4.038 -0.853
C 2.554 -3.554 -1.296
C 2.776 -2.203 -1.389
C 1.742 -1.323 -1.059
N 0.556 -1.748 -0.660
C 0.318 -3.082 -0.534
C -0.961 -3.441 -0.027
O -1.816 -2.496 0.295
H -0.505 -6.810 -0.108
H 3.335 -4.262 -1.544
H 3.734 -1.812 -1.708
H 1.874 -0.253 -1.142
C -3.965 -0.790 2.801
C -2.826 0.094 3.329
C -3.338 1.089 4.377
C -1.689 -0.771 3.860
C -1.883 -1.521 5.013
C -0.879 -2.332 5.520
C 0.330 -2.430 4.851
C 0.564 -1.717 3.679
C 1.896 -1.863 2.963
C 3.063 -1.345 3.809
C 2.128 -3.330 2.579
C -0.443 -0.868 3.217
N -0.201 -0.006 2.089
C 0.225 1.167 2.322
C 0.318 2.243 1.250
N 0.056 2.001 0.039
C -0.121 3.096 -0.863
C 0.805 3.302 -1.898
C 0.612 4.379 -2.755
C -0.473 5.226 -2.605
C -1.391 4.995 -1.594
C -1.247 3.934 -0.707
C -2.334 3.698 0.338
C -2.572 4.931 1.216
C -3.640 3.261 -0.343
C 1.986 2.368 -2.117
C 1.752 1.549 -3.397
C 3.318 3.118 -2.186
C 0.669 3.495 1.941
C 0.882 4.785 1.531
C 1.261 5.744 2.500
C 1.421 5.424 3.826
C 1.208 4.096 4.277
C 1.326 3.610 5.604
C 1.077 2.289 5.888
C 0.699 1.359 4.892
C 0.586 1.802 3.596
C 0.837 3.165 3.307
H -4.792 -0.169 2.449
H -4.342 -1.449 3.587
H -3.634 -1.424 1.977
H -2.458 0.683 2.493
H -3.804 0.572 5.220
H -4.090 1.752 3.940
H -2.521 1.704 4.766
H -2.836 -1.468 5.529
H -1.040 -2.887 6.437
H 1.106 -3.079 5.244
H 1.860 -1.267 2.050
H 3.187 -1.945 4.713
H 2.911 -0.303 4.106
H 3.995 -1.404 3.240
H 2.246 -3.947 3.474
H 3.039 -3.433 1.981
H 1.286 -3.729 2.014
H 1.321 4.557 -3.557
H -0.608 6.063 -3.280
H -2.245 5.658 -1.491
H -2.025 2.892 0.996
H -2.951 5.770 0.628
H -1.649 5.249 1.708
H -3.310 4.705 1.989
H -3.989 4.029 -1.037
H -4.424 3.089 0.400
H -3.499 2.344 -0.910
H 2.036 1.685 -1.269
H 1.630 2.214 -4.256
H 0.843 0.948 -3.318
H 2.595 0.883 -3.604
H 3.378 3.739 -3.084
H 4.153 2.414 -2.213
H 3.446 3.766 -1.316
H 0.763 5.082 0.494
H 1.430 6.765 2.179
H 1.713 6.189 4.538
H 1.613 4.291 6.398
H 1.169 1.942 6.910
H 0.502 0.330 5.166
*
```

The value obtained for the LUMO energy is -3.8 eV. As for the relative energy (zero: lowest compared OMol25 entry of this formula, charge and spin): 15.5 kcal/mol. The gap between HOMO and LUMO is 6.70 eV. The calculation puts the molar mass at 832.48 g/mol. As for the largest force on an atom: 0.0196 hartree/bohr.

---

No. 11
C4H3NO5S | ωB97M-V with the def2-TZVPD basis set

The geometry in ORCA input format:
```
! wB97M-V def2-TZVPD RIJCOSX def2/J DEFGRID3
* xyz -2 1
C 3.443 0.417 0.285
C 1.251 -0.709 -0.108
C -2.964 0.743 -0.006
C 0.088 -0.587 0.593
N -4.158 0.710 0.190
O 3.074 1.440 -0.242
O 2.431 -0.710 0.415
O 4.531 0.044 0.724
O 1.148 -0.935 -1.559
O -5.125 -0.084 0.231
S -1.461 -0.881 -0.080
H -2.662 1.691 -0.335
H 0.294 -0.109 1.536
H 0.110 -1.030 -1.644
*
```

The SMILES is O=C([O-])O/C(O)=C/S/C=N\[O-]. The value obtained for the LUMO energy is 6.1 eV. As for the relative energy (zero: lowest compared OMol25 entry of this formula, charge and spin): 21.0 kcal/mol. The gap between HOMO and LUMO is 5.95 eV. The calculation puts the molar mass at 177.14 g/mol. As for the largest force on an atom: 0.0786 hartree/bohr.

---

No. 12
C3H10NO | ωB97M-V with the def2-TZVPD basis set

The geometry in ORCA input format:
```
! wB97M-V def2-TZVPD RIJCOSX def2/J DEFGRID3
* xyz 1 1
C -1.378 0.882 1.764
C -1.002 0.159 0.507
C 0.019 0.608 -0.235
N 0.028 0.284 -1.709
H -0.939 1.864 1.841
H -1.081 0.269 2.626
H -2.464 0.787 1.760
H -1.286 -0.887 0.370
H 0.664 1.431 0.044
H 0.868 -0.254 -1.946
H 0.081 1.164 -2.223
H -0.828 -0.228 -1.881
H 2.640 -1.158 -0.284
H 1.953 -2.278 0.512
O 1.787 -1.590 -0.146
*
```

The value obtained for the LUMO energy is -3.6 eV. As for the relative energy (zero: lowest compared OMol25 entry of this formula, charge and spin): 31.8 kcal/mol. The gap between HOMO and LUMO is 10.48 eV. The calculation puts the molar mass at 76.12 g/mol. As for the largest force on an atom: 0.0466 hartree/bohr.